This record from the Open Molecules 2025 dataset describes C5H15INO2 as an isolated structure at a distorted geometry. The level of theory is ωB97M-V with the def2-TZVPD basis set.

The geometry in XYZ format:
```
24
Properties=species:S:1:pos:R:3:lowdin_charge:R:1
I -2.30 1.09 -1.11 0.5514
C 0.76 -2.75 -0.67 -0.0726
C -0.13 -1.54 -0.45 -0.4861
C 0.46 -0.50 0.43 -0.2190
O 1.81 -0.11 -0.04 -0.1886
C 1.70 1.33 -0.42 -0.1044
N -0.81 -1.08 -1.64 -0.1057
H 0.50 -3.50 0.08 0.0624
H 1.83 -2.57 -0.63 0.0612
H 0.68 -3.30 -1.61 0.0613
H -1.00 -1.85 0.12 0.1320
H 0.57 -0.98 1.41 0.1235
H -0.33 0.25 0.47 0.0009
H 1.94 2.01 0.39 0.0652
H 0.77 1.65 -0.89 0.0420
H 2.38 1.36 -1.27 0.0723
H -0.18 -0.53 -2.21 0.0392
H -1.53 -0.42 -1.40 -0.4126
C -0.91 2.15 1.77 -0.1643
O -1.47 0.85 1.47 -0.3739
H 0.14 2.17 1.48 0.0533
H -1.44 2.83 1.11 0.0286
H -1.25 2.45 2.77 0.0686
H -2.19 1.00 0.85 -0.2346
```

Output
**LUMO**: 0.1251 Eh
**Kohn-Sham gap**: 6.71 eV
**Energy relative to the best compared isomer or geometry (same formula, charge and spin)**: 4.2575 eV
**2S+1**: 1
**Net charge**: -1

=====

This record from the Open Molecules 2025 dataset describes a 2-piece molecular cluster, C2H5NS2 overall at a distorted geometry. The level of theory is ωB97M-V with the def2-TZVPD basis set.

The geometry in XYZ format:
```
10
Properties=species:S:1:pos:R:3:mulliken_spin:R:1
C -0.83 1.41 -1.19 -0.0171
C -0.82 0.35 1.13 0.1701
N -0.07 2.12 -1.62 0.4281
S 1.97 -1.33 -0.50 0.0041
S -1.82 0.33 -0.37 1.3466
H -0.14 1.14 0.93 0.0187
H -0.39 -0.56 1.25 0.0441
H -1.39 0.63 2.05 0.0080
H 1.12 -1.57 -1.38 -0.0023
H 2.38 -2.54 -0.30 -0.0004
```

Output
**LUMO (alpha / beta)**: 0.0192 / -0.1358 Eh
**Kohn-Sham gap (alpha / beta)**: 5.26 / 6.40 eV
**Energy relative to the best compared isomer or geometry (same formula, charge and spin)**: 3.1526 eV
**2S+1**: 3
**Net charge**: 0

=====

This record from the Open Molecules 2025 dataset describes C30H43BrN2P2STc as an isolated structure at a distorted geometry. The level of theory is ωB97M-V with the def2-TZVPD basis set.

The geometry in XYZ format:
```
80
Properties=species:S:1:pos:R:3:mulliken_spin:R:1
C -0.64 0.86 4.08 0.2739
C -0.99 -0.11 3.11 0.0386
C -2.20 -0.82 3.27 0.2825
C -3.11 -0.38 4.25 0.2987
N -2.82 0.64 5.07 -0.0438
C -1.61 1.22 5.03 0.2875
C -0.11 -0.41 2.01 0.3289
C 0.56 -1.39 1.51 -0.1147
C 1.50 -2.43 1.71 0.1196
C 2.20 -2.76 0.55 0.0266
C 3.34 -3.54 0.57 0.0173
C 3.74 -3.95 1.81 0.0945
C 3.03 -3.78 3.00 0.0236
C 1.91 -2.96 2.95 -0.0118
Tc 0.94 -0.09 -0.06 1.1660
P -0.67 1.53 -0.08 -0.1196
H -2.45 -1.66 2.62 0.0056
H 0.34 1.33 4.08 -0.0028
H -4.10 -0.85 4.33 0.0001
H -1.40 2.02 5.76 -0.0005
H 1.37 -2.67 3.85 -0.0028
H 1.92 -2.30 -0.40 -0.0240
H 3.38 -4.25 3.92 0.0000
H 3.87 -3.76 -0.37 0.0006
C -0.91 2.44 -1.67 -0.0002
C -2.22 3.17 -1.98 0.0004
H -0.69 1.72 -2.47 0.0016
H -0.07 3.16 -1.67 0.0014
H -2.13 3.62 -2.98 0.0001
H -3.10 2.51 -2.00 0.0003
H -2.43 3.99 -1.27 -0.0001
C -2.44 1.00 0.27 -0.0060
C -3.44 1.92 0.97 0.0061
H -2.36 0.07 0.87 -0.0019
H -2.84 0.70 -0.70 0.0037
H -4.39 1.38 1.05 0.0043
H -3.14 2.20 1.99 -0.0026
H -3.65 2.84 0.40 -0.0004
C -0.47 2.83 1.20 -0.0089
C -1.14 4.20 1.02 0.0032
H 0.61 2.96 1.32 -0.0111
H -0.82 2.35 2.13 0.0264
H -0.82 4.83 1.87 0.0009
H -0.85 4.71 0.09 0.0005
H -2.23 4.15 1.06 0.0000
Br 5.42 -4.96 1.77 0.1228
P -0.33 -1.71 -1.63 0.0800
C -1.94 -1.23 -2.38 0.0050
C -2.33 -1.82 -3.74 0.0086
H -1.90 -0.13 -2.46 0.0009
H -2.70 -1.47 -1.63 0.0034
H -3.27 -1.34 -4.05 -0.0006
H -1.58 -1.63 -4.51 0.0003
H -2.52 -2.91 -3.69 -0.0009
C 0.83 -2.03 -3.03 -0.0148
C 0.91 -3.46 -3.55 0.0071
H 1.82 -1.67 -2.68 0.0073
H 0.52 -1.33 -3.82 0.0067
H 1.73 -3.49 -4.28 -0.0002
H 1.14 -4.18 -2.75 0.0001
H -0.01 -3.76 -4.08 0.0001
C -0.76 -3.29 -0.75 -0.0070
C -1.76 -4.27 -1.38 0.0041
H -1.16 -2.96 0.23 0.0007
H 0.19 -3.80 -0.52 -0.0039
H -1.83 -5.14 -0.71 0.0004
H -2.76 -3.83 -1.48 -0.0006
H -1.42 -4.64 -2.36 -0.0012
S 3.28 0.30 -0.18 0.0703
C 3.46 1.97 -0.50 0.0094
N 3.92 2.39 -1.73 0.0074
C 4.31 3.68 -1.94 0.0132
C 4.19 4.60 -0.92 0.0099
C 3.53 4.24 0.26 0.0001
C 3.18 2.91 0.48 0.0170
H 4.02 1.69 -2.47 0.0000
H 4.74 3.91 -2.91 0.0008
H 4.60 5.60 -1.04 0.0004
H 3.33 4.97 1.03 -0.0002
H 2.66 2.55 1.36 -0.0078
```

Output
**LUMO (alpha / beta)**: -0.4865 / -0.5751 Eh
**Kohn-Sham gap (alpha / beta)**: 5.42 / 3.07 eV
**2S+1**: 4
**Net charge**: +4

=====

This record from the Open Molecules 2025 dataset describes a 5-piece molecular cluster, C36H40F32IN3O7 overall at a distorted geometry. The level of theory is ωB97M-V with the def2-TZVPD basis set.

The geometry in XYZ format:
```
119
Properties=species:S:1:pos:R:3:lowdin_charge:R:1
C 2.24 -2.52 3.75 -0.0240
C 2.10 -1.27 2.95 -0.1569
C 2.19 0.27 3.56 -0.1437
C 0.73 1.00 3.76 -0.2769
C -0.12 -0.11 4.69 -0.0867
N -0.76 -0.98 5.43 0.1183
C 1.00 2.25 4.84 -0.1304
C 2.50 2.89 4.79 -0.6461
O 2.96 3.80 3.92 -0.1250
I 4.00 2.28 6.33 0.7304
C -0.03 1.47 2.40 -0.2910
C 1.12 2.46 1.66 -0.0887
N 2.04 3.19 1.07 0.1246
C -0.31 0.37 1.25 -0.1521
C -1.01 -1.03 1.61 -0.1564
C -2.05 -1.41 0.36 -0.1725
O -2.06 -2.91 0.30 -0.2946
C -3.02 -3.44 1.32 -0.0999
C -1.29 2.48 2.52 -0.1102
C -2.51 2.21 3.51 -0.2812
O -2.21 2.26 4.98 -0.1193
C -3.50 0.92 3.13 -0.1882
N -3.49 -0.17 4.23 -0.0371
H 1.40 -2.82 4.51 0.0646
H 3.21 -3.17 3.58 0.0755
H 1.96 -1.38 1.78 0.0938
H 2.97 0.87 2.94 0.1332
H 2.62 0.11 4.66 0.0940
H 0.86 1.83 5.95 0.1284
H 0.24 3.13 4.74 0.1240
H 0.74 0.13 0.74 0.1326
H -0.95 0.88 0.38 0.1302
H -0.26 -1.96 1.65 0.1289
H -1.65 -1.09 2.58 0.0804
H -1.67 -0.95 -0.67 0.1320
H -3.16 -1.10 0.57 0.1167
H -3.08 -2.77 2.29 0.0831
H -2.76 -4.53 1.67 0.1082
H -4.12 -3.48 0.88 0.1092
H -0.84 3.56 2.79 0.1429
H -1.73 2.63 1.42 0.1520
H -3.25 3.14 3.38 0.1540
H -3.11 2.18 5.45 0.0923
H -3.30 0.49 2.06 0.0947
H -4.63 1.29 3.11 0.1237
H -4.16 0.20 4.97 0.0599
H -4.02 -0.96 3.78 0.0734
F 0.64 -4.26 -5.10 0.0821
C -0.24 -4.86 -5.93 -0.2880
F -0.41 -4.00 -6.97 0.0899
C -1.57 -5.17 -5.26 -0.4296
F -2.23 -4.03 -4.90 0.1226
F -2.37 -5.78 -6.18 0.1016
C -1.49 -6.10 -4.04 -0.0540
O -1.45 -5.47 -2.76 0.0350
C -0.16 -5.02 -2.34 -0.4680
F 0.78 -5.55 -3.15 0.1198
F 0.05 -5.56 -1.11 0.1404
C -0.07 -3.49 -2.25 -0.2572
F -0.40 -2.88 -3.42 0.0755
F 1.19 -3.09 -1.94 0.0943
H 0.23 -5.77 -6.33 0.1758
H -2.42 -6.68 -4.03 0.1511
H -0.70 -6.86 -4.15 0.1464
H -0.75 -3.10 -1.47 0.1420
F 0.81 2.50 -6.15 0.0887
C 1.28 1.39 -6.76 -0.2833
F 1.53 1.74 -8.05 0.0839
C 0.30 0.22 -6.70 -0.4205
F -0.84 0.49 -7.40 0.1244
F 0.87 -0.85 -7.33 0.1059
C -0.09 -0.24 -5.29 -0.0516
O -1.31 0.29 -4.75 0.0343
C -1.21 1.59 -4.17 -0.4762
F 0.10 1.90 -4.00 0.1236
F -1.73 1.48 -2.92 0.1238
C -1.98 2.66 -4.96 -0.2649
F -1.58 2.72 -6.25 0.0877
F -1.77 3.90 -4.43 0.0940
H 2.24 1.12 -6.30 0.1669
H -0.27 -1.32 -5.35 0.1319
H 0.74 -0.15 -4.57 0.1500
H -3.06 2.46 -4.94 0.1763
F 6.74 0.04 -6.91 0.0837
C 7.68 0.76 -6.27 -0.2899
F 7.56 0.46 -4.95 0.0911
C 7.52 2.26 -6.49 -0.4303
F 6.36 2.73 -5.95 0.1236
F 8.52 2.90 -5.81 0.1012
C 7.61 2.72 -7.95 -0.0544
O 6.36 2.90 -8.64 0.0340
C 5.79 1.70 -9.17 -0.4712
F 6.71 0.72 -9.15 0.1198
F 5.55 1.96 -10.49 0.1394
C 4.47 1.31 -8.48 -0.2742
F 4.63 1.17 -7.14 0.0803
F 4.01 0.12 -8.95 0.1000
H 8.67 0.42 -6.59 0.1747
H 8.05 3.73 -7.94 0.1513
H 8.31 2.12 -8.54 0.1461
H 3.70 2.07 -8.65 0.1628
F -3.76 -0.22 10.32 0.0845
C -2.82 0.51 10.97 -0.2880
F -2.94 0.20 12.29 0.0923
C -2.98 2.01 10.75 -0.4287
F -4.14 2.47 11.29 0.1234
F -1.98 2.65 11.43 0.1031
C -2.89 2.47 9.28 -0.0502
O -4.14 2.64 8.60 0.0325
C -4.71 1.45 8.06 -0.4720
F -3.79 0.46 8.08 0.1242
F -4.95 1.71 6.75 0.1176
C -6.03 1.06 8.75 -0.2627
F -5.87 0.91 10.09 0.0911
F -6.49 -0.13 8.29 0.0960
H -1.83 0.16 10.64 0.1766
H -2.45 3.47 9.30 0.1529
H -2.19 1.87 8.70 0.1471
H -6.80 1.81 8.58 0.1777
```

Output
**LUMO**: -0.0241 Eh
**Kohn-Sham gap**: 7.52 eV
**2S+1**: 1
**SMILES**: C=CC[C@@](C#N)(CC(=O)I)[C@@](C#N)(CCCOC)C[C@H](O)CN.FC(F)C(F)(F)COC(F)(F)C(F)F.FC(F)C(F)(F)COC(F)(F)C(F)F.FC(F)C(F)(F)COC(F)(F)C(F)F.FC(F)C(F)(F)COC(F)(F)C(F)F
**Net charge**: 0

=====

This record from the Open Molecules 2025 dataset describes C16H21I2N4ORu as an isolated structure at a distorted geometry. The level of theory is ωB97M-V with the def2-TZVPD basis set.

The geometry in XYZ format:
```
45
Properties=species:S:1:pos:R:3:mulliken_spin:R:1
Ru -0.43 0.52 -0.06 0.2808
I 7.16 1.21 0.98 0.0734
C 5.14 1.29 0.52 0.1756
C 4.43 2.47 0.73 -0.0614
C 3.09 2.51 0.42 0.0816
I 1.92 4.18 0.81 0.0247
C 2.44 1.40 -0.17 0.1199
O 1.21 1.50 -0.63 0.2573
C 3.16 0.19 -0.28 0.0368
C 2.38 -1.01 -0.70 0.0133
N 1.20 -1.10 0.18 -0.0097
C 0.43 -2.35 0.07 0.0092
C -0.71 -2.27 1.03 -0.0017
C -1.30 -3.39 1.58 0.0056
C -2.33 -3.23 2.49 -0.0061
C -2.72 -1.95 2.86 0.0051
C -2.08 -0.88 2.27 -0.0092
N -1.11 -1.03 1.36 0.0426
C 4.50 0.15 0.05 -0.0233
H 4.92 3.34 1.14 0.0002
H 3.01 -1.90 -0.62 0.0012
H 2.03 -0.93 -1.73 0.0044
H 1.51 -1.01 1.15 -0.0083
H 1.04 -3.23 0.28 -0.0002
H 0.06 -2.43 -0.96 -0.0018
H -0.96 -4.38 1.29 0.0003
H -2.82 -4.10 2.92 -0.0002
H -3.48 -1.79 3.61 0.0000
H -2.34 0.13 2.55 -0.0002
H 5.05 -0.77 -0.08 -0.0007
N -1.95 2.07 0.15 -0.0102
C -3.17 1.67 -0.60 -0.0018
C -2.90 1.65 -2.10 0.0069
C -2.27 0.37 -2.59 -0.0063
N -0.84 0.28 -2.20 0.0027
H -2.18 2.17 1.14 0.0001
H -1.63 2.98 -0.17 0.0019
H -3.99 2.36 -0.40 0.0006
H -3.47 0.68 -0.25 -0.0010
H -2.27 2.50 -2.38 -0.0006
H -3.84 1.79 -2.62 0.0001
H -2.36 0.32 -3.68 -0.0018
H -2.80 -0.50 -2.19 -0.0007
H -0.34 1.09 -2.57 0.0014
H -0.42 -0.55 -2.61 -0.0007
```

Output
**LUMO (alpha / beta)**: -0.2505 / -0.3172 Eh
**Kohn-Sham gap (alpha / beta)**: 7.10 / 5.07 eV
**Energy relative to the best compared isomer or geometry (same formula, charge and spin)**: 0.5924 eV
**2S+1**: 2
**Net charge**: +2